(1)
ORCA calculation (wB97M-V/def2-TZVPD) on a cluster of 2 separate species, C3H6N2O2S in total.

Computed properties:
E_HOMO (spin up / spin down): -8.5 / -10.1 eV
HOMO-LUMO gap (spin up / spin down): 6.9 / 8.3 eV

Geometry (Å):
C1 -0.2463 -0.0367 0.7183
C2 -0.9363 0.0666 -0.6487
C3 0.7822 -1.0847 0.6137
N1 0.0613 -0.3641 -1.6274
N2 1.6380 -1.8449 1.4309
O1 2.0172 -2.8824 0.8633
O2 1.9160 -1.6391 2.5919
S1 0.7951 -1.7624 -0.9603
H1 0.1357 0.8849 1.2312
H2 -1.1235 -0.1812 1.4285
H3 -1.8275 -0.5870 -0.6814
H4 -1.3659 1.1315 -1.0138
H5 2.2041 0.7602 -0.0472
H6 0.8693 0.3225 -1.6774

Mulliken atomic charges, in units of e:
1. C -0.217
2. C -0.359
3. C -0.265
4. N -0.450
5. N 0.966
6. O -0.619
7. O -0.604
8. S 0.134
9. H 0.257
10. H 0.304
11. H 0.257
12. H 0.279
13. H 0.033
14. H 0.284

***

(2)
ORCA calculation (wB97M-V/def2-TZVPD) on the molecule C3H6N2O2S.

Computed properties:
E_HOMO: -8.5 eV
HOMO-LUMO gap: 8.7 eV
Structure (SMILES): C=NOC(=S)N(C)O

Geometry (Å):
C1 -0.1617 1.6879 -2.3572
N1 -0.1792 1.0718 -1.2525
O1 1.1436 0.8951 -0.7522
C2 1.1461 0.1044 0.3832
S1 2.4309 0.0790 1.4562
N2 -0.0288 -0.5516 0.6473
C3 -0.3615 -1.2519 1.9459
O2 -0.8297 -1.2492 -0.3260
H1 -0.9741 2.1634 -2.7867
H2 0.7383 1.9692 -2.9160
H3 -0.2457 -2.3853 1.8754
H4 0.1316 -0.7969 2.7719
H5 -1.5296 -1.1530 2.3114
H6 -1.2802 -0.5827 -1.0006

Mulliken atomic charges, in units of e:
1. C -0.246
2. N -0.462
3. O -0.101
4. C 0.433
5. S -0.338
6. N 0.180
7. C -0.834
8. O -0.481
9. H 0.292
10. H 0.287
11. H 0.260
12. H 0.378
13. H 0.237
14. H 0.394

***

Q: Which of them is the least stable? A: (1).

***

(1)
ORCA calculation (wB97M-V/def2-TZVPD) on a cluster of 2 separate species, CH4N2O2 in total.

Computed properties:
E_HOMO (spin up / spin down): -9.2 / -9.2 eV
HOMO-LUMO gap (spin up / spin down): 8.8 / 8.8 eV
Structure (SMILES): CN=O.N=O

Geometry (Å):
C1 0.9429 -0.8646 0.1640
N1 0.3906 0.3823 0.5989
O1 0.2826 1.2523 -0.2548
H1 1.2925 -0.9363 -0.9211
H2 1.8113 -0.7263 0.8323
H3 0.4128 -1.8746 0.2619
N2 -2.1130 1.0374 -0.3378
O2 -1.9174 0.3351 0.5881
H4 -1.1023 1.3946 -0.9316

Mulliken atomic charges, in units of e:
1. C -0.570
2. N 0.007
3. O -0.427
4. H 0.307
5. H 0.267
6. H 0.264
7. N 0.054
8. O -0.215
9. H 0.312

***

(2)
ORCA calculation (wB97M-V/def2-TZVPD) on the molecule CH4N2O2.

Computed properties:
E_HOMO: -9.9 eV
HOMO-LUMO gap: 10.6 eV
Structure (SMILES): NC(=O)NO

Geometry (Å):
N1 -1.2723 -0.7925 -0.0739
C1 -0.5326 0.3167 -0.1813
O1 -0.7685 1.4898 0.0187
N2 0.8110 -0.2974 -0.1125
O2 1.7873 0.5387 0.4842
H1 -2.2400 -0.6735 0.1997
H2 -0.3065 -1.4189 0.2047
H3 1.1500 -0.5878 -1.0293
H4 1.3716 1.4250 0.4898

Mulliken atomic charges, in units of e:
1. N -0.468
2. C 0.431
3. O -0.580
4. N -0.253
5. O -0.402
6. H 0.244
7. H 0.444
8. H 0.252
9. H 0.332

***

(3)
ORCA calculation (wB97M-V/def2-TZVPD) on a cluster of 2 separate species, CH4N2O2 in total.

Computed properties:
E_HOMO (spin up / spin down): -8.8 / -9.7 eV
HOMO-LUMO gap (spin up / spin down): 7.9 / 8.7 eV

Geometry (Å):
C1 -0.3942 -0.0594 -0.3477
N1 0.6467 0.7911 -0.7709
N2 -0.6096 -0.0832 1.1231
O1 0.1453 0.5956 1.7666
O2 -1.5706 -0.7352 1.4324
H1 -1.1875 -0.1327 -1.0018
H2 0.6594 -1.8428 -0.3103
H3 1.3741 0.8430 -0.1396
H4 0.9365 0.6235 -1.7519

Mulliken atomic charges, in units of e:
1. C -0.381
2. N -0.392
3. N 0.985
4. O -0.584
5. O -0.538
6. H 0.295
7. H 0.064
8. H 0.272
9. H 0.279

***

(4)
ORCA calculation (wB97M-V/def2-TZVPD) on the molecule CH4N2O2.

Computed properties:
E_HOMO: -9.4 eV
HOMO-LUMO gap: 10.1 eV
Structure (SMILES): NC(=O)NO

Geometry (Å):
N1 1.3571 -0.0847 -0.6060
C1 0.0367 -0.1679 -0.4240
O1 -0.9006 -0.6336 -1.0911
N2 -0.3674 0.5113 0.8367
O2 -1.7526 0.4225 0.9595
H1 1.9456 0.4035 0.0013
H2 1.7904 -0.3958 -1.3722
H3 0.0791 -0.0152 1.4979
H4 -2.1882 -0.0401 0.1979

Mulliken atomic charges, in units of e:
1. N -0.308
2. C 0.615
3. O -0.641
4. N -0.210
5. O -0.418
6. H 0.206
7. H 0.185
8. H 0.220
9. H 0.352

***

Q: Which of them is the least stable? A: (3).

***

(1)
ORCA calculation (wB97M-V/def2-TZVPD) on a cluster of 2 separate species, CH4N2O2 in total.

Computed properties:
E_HOMO: -8.2 eV
HOMO-LUMO gap: 8.8 eV

Geometry (Å):
C1 -1.1735 -0.3956 0.5229
O1 -0.3454 -1.3499 1.0532
O2 1.4053 0.1004 -1.0936
N1 -0.8588 0.8242 0.5350
N2 -0.6096 1.9321 0.5839
H1 0.3208 -1.6107 0.3867
H2 2.1299 0.2453 -0.4844
H3 -2.0846 -0.6932 0.0225
H4 1.2159 0.9473 -1.5262

Mulliken atomic charges, in units of e:
1. C -0.094
2. O -0.493
3. O -0.657
4. N 0.583
5. N -0.644
6. H 0.316
7. H 0.325
8. H 0.345
9. H 0.320

***

(2)
ORCA calculation (wB97M-V/def2-TZVPD) on the molecule CH4N2O2.

Computed properties:
E_HOMO: -9.6 eV
HOMO-LUMO gap: 10.4 eV
Structure (SMILES): NC(=O)NO

Geometry (Å):
N1 -1.5786 0.0164 0.0598
C1 -0.2019 0.3527 0.1165
O1 0.1286 1.5420 0.1474
N2 0.6526 -0.6809 0.2311
O2 2.0334 -0.5237 -0.0012
H1 -1.7826 -0.5568 -0.7232
H2 -1.8848 1.0282 -0.2297
H3 0.4848 -1.6455 0.2971
H4 2.1484 0.4676 0.1023

Mulliken atomic charges, in units of e:
1. N -0.608
2. C 0.614
3. O -0.642
4. N -0.082
5. O -0.405
6. H 0.259
7. H 0.310
8. H 0.200
9. H 0.354

***

(3)
ORCA calculation (wB97M-V/def2-TZVPD) on a cluster of 2 separate species, CH4N2O2 in total.

Computed properties:
E_HOMO (spin up / spin down): -10.1 / -8.9 eV
HOMO-LUMO gap (spin up / spin down): 9.7 / 7.8 eV

Geometry (Å):
C1 -0.9869 0.3093 1.0641
N1 1.5567 -0.8558 -1.7082
N2 0.9943 0.0003 -1.1168
O1 0.7911 1.1441 -1.0228
O2 -0.3069 -0.7583 0.6633
H1 -2.0437 0.3092 0.7343
H2 -0.5082 1.2225 0.6184
H3 -0.9341 0.4408 2.1590
H4 1.4377 -1.8122 -1.3913

Mulliken atomic charges, in units of e:
1. C -0.377
2. N -0.685
3. N 0.981
4. O -0.486
5. O -0.430
6. H 0.231
7. H 0.223
8. H 0.235
9. H 0.308

***

(4)
ORCA calculation (wB97M-V/def2-TZVPD) on a cluster of 2 separate species, CH4N2O2 in total.

Computed properties:
E_HOMO (spin up / spin down): -10.4 / -11.0 eV
HOMO-LUMO gap (spin up / spin down): 9.2 / 9.2 eV

Geometry (Å):
C1 0.2775 -0.9044 -0.4001
N1 -1.6378 0.6780 0.8358
N2 1.3540 -0.0402 -0.1410
O1 1.5880 0.9401 -0.8083
O2 2.0643 -0.3798 0.7856
H1 0.0684 -1.4976 0.3849
H2 -0.0891 -0.8816 -1.3359
H3 -2.2629 0.4566 0.0409
H4 -1.3624 1.6288 0.6381

Mulliken atomic charges, in units of e:
1. C -0.691
2. N -0.478
3. N 0.894
4. O -0.549
5. O -0.533
6. H 0.423
7. H 0.438
8. H 0.243
9. H 0.252

***

Q: Which of them is the least stable? A: (4).

***

(1)
ORCA calculation (wB97M-V/def2-TZVPD) on a cluster of 2 separate species, C4H7N3O3 in total.

Computed properties:
E_HOMO: -8.5 eV
HOMO-LUMO gap: 8.9 eV

Geometry (Å):
C1 -0.1369 0.8003 -0.1573
C2 -1.0659 1.1058 0.8687
C3 0.5266 -1.8267 -1.0472
C4 1.2774 -0.7400 -0.3541
N1 -1.9055 2.0165 0.4374
N2 -0.4493 1.5047 -1.2067
N3 -1.0623 0.6202 2.1397
O1 0.0070 1.5924 -2.3295
O2 -1.5769 2.3225 -0.8345
O3 1.6578 -1.0363 0.9083
H1 0.1983 -1.4873 -2.0252
H2 -0.3293 -2.1464 -0.4570
H3 1.1908 -2.6860 -1.1698
H4 1.9848 -0.1837 -0.9620
H5 -0.6387 -0.2863 2.2584
H6 -1.9105 0.7804 2.6581
H7 2.2326 -0.3502 1.2726

Mulliken atomic charges, in units of e:
1. C -0.108
2. C 0.416
3. C -1.007
4. C 0.081
5. N -0.513
6. N 0.805
7. N -0.456
8. O -0.753
9. O -0.178
10. O -0.495
11. H 0.337
12. H 0.298
13. H 0.339
14. H 0.348
15. H 0.232
16. H 0.270
17. H 0.385

***

(2)
ORCA calculation (wB97M-V/def2-TZVPD) on a cluster of 2 separate species, C4H7N3O3 in total.

Computed properties:
E_HOMO: -8.7 eV
HOMO-LUMO gap: 9.4 eV
Structure (SMILES): Nc1cn[nH]c1.O=C(O)O

Geometry (Å):
N1 -1.5863 -3.1285 -1.0566
C1 -1.0576 -1.9213 -0.5921
C2 0.0211 -1.2809 -1.0577
N2 0.3969 -0.2004 -0.4116
N3 -0.4997 -0.1500 0.5674
C3 -1.3943 -1.1496 0.5325
H1 -2.5278 -3.0075 -1.2543
H2 -0.9280 -3.5067 -1.7614
H3 0.6318 -1.7981 -1.8216
H4 -0.5537 0.5812 1.3949
H5 -2.2352 -1.2796 1.2707
O1 0.3605 2.6550 1.6148
C4 1.3962 2.8180 1.0596
O2 2.1010 3.9168 1.2888
O3 1.9049 2.0863 0.1017
H6 2.6563 4.0729 0.4745
H7 1.3140 1.2926 -0.3498

Mulliken atomic charges, in units of e:
1. N -0.556
2. C 0.522
3. C -0.422
4. N -0.637
5. N 0.210
6. C -0.586
7. H 0.242
8. H 0.223
9. H 0.274
10. H 0.287
11. H 0.348
12. O -0.559
13. C 0.740
14. O -0.471
15. O -0.527
16. H 0.337
17. H 0.575

***

(3)
ORCA calculation (wB97M-V/def2-TZVPD) on a cluster of 2 separate species, C4H7N3O3 in total.

Computed properties:
E_HOMO: -9.6 eV
HOMO-LUMO gap: 9.7 eV
Structure (SMILES): O=C1NC=NC/C1=N/O.O

Geometry (Å):
O1 -0.0512 0.9464 1.9289
C1 -0.0670 0.5024 0.8016
N1 -0.7518 1.3224 -0.3116
C2 -0.2942 1.2677 -1.6211
N2 0.3796 0.3071 -2.1123
C3 0.6278 -0.8423 -1.2596
C4 0.8932 -0.4777 0.1808
N3 1.9474 -0.9457 0.7253
O2 2.0227 -0.8180 2.0756
H1 -1.1657 2.1865 0.0183
H2 -0.5681 2.1329 -2.2313
H3 1.4758 -1.4199 -1.6471
H4 -0.2633 -1.4952 -1.2886
H5 2.9373 -1.0327 2.2867
O3 -2.2018 -0.9145 0.7711
H6 -2.3389 -0.0849 0.0734
H7 -2.5817 -0.6345 1.6099

Mulliken atomic charges, in units of e:
1. O -0.540
2. C 0.598
3. N -0.280
4. C 0.026
5. N -0.599
6. C -0.409
7. C 0.467
8. N -0.525
9. O -0.311
10. H 0.230
11. H 0.370
12. H 0.364
13. H 0.228
14. H 0.375
15. O -0.677
16. H 0.381
17. H 0.303

***

Q: Which of them is the least stable? A: (1).